[1]
The following is a DFT calculation (the ωB97M-V functional and the def2-TZVPD basis) of a structure of composition C43H39BN14NiOP2Se2 at a distorted geometry.

Its energy relative to the best compared isomer or geometry (same formula, charge and spin) is 62.2 kJ/mol. The value obtained for the LUMO energy (spin up / spin down) is -2.39 / -5.57 eV.

```
! wB97M-V def2-TZVPD RIJCOSX def2/J DEFGRID3
* xyz 1 4
Ni 0.1466 -0.1305 0.3689
C -3.5483 -2.3760 0.1005
C -2.8177 -1.1996 -0.1030
N -1.5420 -1.3774 0.2216
N -1.4275 -2.6590 0.6476
C -2.6225 -3.2800 0.5758
B -0.0179 -3.2967 0.8023
N 0.7630 -2.9912 -0.5314
C 1.3717 -3.7598 -1.4602
C 1.9957 -2.9456 -2.3746
C 1.7138 -1.6547 -1.9187
N 0.9645 -1.6841 -0.8233
N 0.7726 -2.5856 1.9403
C 1.5458 -3.1467 2.8856
C 2.2261 -2.1402 3.5406
C 1.8061 -0.9681 2.9063
N 0.9317 -1.2448 1.9422
N -0.1565 -4.7647 1.1842
C 0.3512 -5.9403 0.7132
C -0.0399 -6.9388 1.5602
C -0.7956 -6.2762 2.5524
N -0.8622 -4.9741 2.3350
H -4.6004 -2.5415 -0.0744
H -3.1685 -0.2529 -0.4865
H -2.7393 -4.3046 0.8933
H 1.3320 -4.8321 -1.4354
H 2.5709 -3.2403 -3.2402
H 2.0425 -0.7149 -2.3209
H 1.5436 -4.2142 3.0517
H 2.9232 -2.2425 4.3567
H 2.0940 0.0509 3.1245
H 0.9522 -6.0073 -0.1764
H 0.1832 -7.9910 1.4798
H -1.2905 -6.6992 3.4177
Se -3.3054 6.0242 -2.2079
P -3.6501 4.5115 -0.7648
C -5.2263 3.6839 -1.0638
C -5.2923 2.3447 -1.4309
C -6.5190 1.7724 -1.7499
C -7.6747 2.5359 -1.6932
C -7.6111 3.8770 -1.3245
C -6.3897 4.4564 -1.0210
C -3.6722 5.1941 0.9148
C -4.6583 4.8641 1.8374
C -4.6452 5.4428 3.1017
C -3.6425 6.3360 3.4491
C -2.6483 6.6598 2.5302
C -2.6662 6.0963 1.2627
C -2.4787 3.1474 -0.5931
C -1.4710 2.5098 -1.3163
N -1.0461 1.4481 -0.5706
N -1.7693 1.4572 0.5484
N -2.6222 2.4513 0.5511
P -0.7068 2.8369 -2.8888
Se 1.2830 1.9842 -2.8593
C -1.7586 2.1840 -4.1791
C -1.4854 0.9208 -4.7110
C -2.3512 0.3751 -5.6482
C -3.4756 1.0864 -6.0472
C -3.7440 2.3409 -5.5110
C -2.8884 2.9012 -4.5744
C -0.3769 4.5699 -3.1157
C 0.0575 5.3101 -2.0133
C 0.4430 6.6256 -2.1931
C 0.4145 7.1900 -3.4662
C -0.0009 6.4439 -4.5602
C -0.3880 5.1230 -4.3927
H -4.3894 1.7453 -1.4664
H -6.5696 0.7283 -2.0382
H -8.6316 2.0894 -1.9421
H -8.5168 4.4709 -1.2826
H -6.3295 5.5069 -0.7635
H -5.4324 4.1528 1.5763
H -5.4258 5.1985 3.8130
H -3.6389 6.7899 4.4340
H -1.8744 7.3720 2.7949
H -1.9195 6.3746 0.5276
H -0.6096 0.3680 -4.3926
H -2.1432 -0.6015 -6.0681
H -4.1494 0.6606 -6.7832
H -4.6245 2.8908 -5.8219
H -3.1046 3.8768 -4.1471
H 0.0686 4.8632 -1.0257
H 0.7542 7.2175 -1.3410
H 0.7209 8.2211 -3.6056
H -0.0238 6.8911 -5.5469
H -0.7262 4.5390 -5.2398
C 4.0652 2.7987 0.3316
N 2.8561 2.7571 1.1682
C 2.6328 3.6496 2.1755
C 1.5120 3.6238 2.9211
C 0.5659 2.5888 2.6341
N 0.8165 1.6928 1.6850
C 1.9150 1.7757 0.9217
O 2.0655 0.9543 -0.0107
N -0.5745 2.4683 3.3063
H 4.6087 3.7143 0.5440
H 3.7835 2.7749 -0.7153
H 4.6977 1.9387 0.5352
H 3.4128 4.3815 2.3400
H 1.3446 4.3445 3.7105
H -0.8712 3.1701 3.9614
H -1.2447 1.7869 2.9796
*
```

Löwdin population analysis, charges in e, atoms 1 to 99: number 1, Ni, carries 0.67; number 2, C, carries -0.04; number 3, C, carries -0.14; number 4, N, carries 0.00; number 5, N, carries 0.03; number 6, C, carries -0.05; number 7, B, carries -0.61; number 8, N, carries 0.05; number 9, C, carries -0.06; number 10, C, carries -0.04; number 11, C, carries -0.14; number 12, N, carries 0.01; number 13, N, carries 0.02; number 14, C, carries -0.05; number 15, C, carries -0.04; number 16, C, carries -0.13; number 17, N, carries 0.01; number 18, N, carries -0.02; number 19, C, carries -0.08; number 20, C, carries -0.06; number 21, C, carries -0.15; number 22, N, carries 0.07; number 23, H, carries 0.10; number 24, H, carries 0.08; number 25, H, carries 0.12; number 26, H, carries 0.10; number 27, H, carries 0.10; number 28, H, carries 0.05; number 29, H, carries 0.13; number 30, H, carries 0.10; number 31, H, carries 0.10; number 32, H, carries 0.09; number 33, H, carries 0.10; number 34, H, carries 0.11; number 35, Se, carries 0.38; number 36, P, carries 0.56; number 37, C, carries -0.37; number 38, C, carries -0.08; number 39, C, carries -0.07; number 40, C, carries -0.07; number 41, C, carries -0.06; number 42, C, carries -0.10; number 43, C, carries -0.36; number 44, C, carries -0.07; number 45, C, carries -0.07; number 46, C, carries -0.08; number 47, C, carries -0.08; number 48, C, carries -0.11; number 49, C, carries -0.41; number 50, C, carries -0.40; number 51, N, carries -0.04; number 52, N, carries -0.09; number 53, N, carries 0.04; number 54, P, carries 0.69; number 55, Se, carries 0.72; number 56, C, carries -0.35; number 57, C, carries -0.09; number 58, C, carries -0.06; number 59, C, carries -0.06; number 60, C, carries -0.05; number 61, C, carries -0.08; number 62, C, carries -0.45; number 63, C, carries -0.14; number 64, C, carries -0.07; number 65, C, carries -0.05; number 66, C, carries -0.05; number 67, C, carries -0.09; number 68, H, carries 0.09; number 69, H, carries 0.11; number 70, H, carries 0.11; number 71, H, carries 0.11; number 72, H, carries 0.11; number 73, H, carries 0.11; number 74, H, carries 0.11; number 75, H, carries 0.11; number 76, H, carries 0.10; number 77, H, carries 0.08; number 78, H, carries 0.07; number 79, H, carries 0.11; number 80, H, carries 0.11; number 81, H, carries 0.12; number 82, H, carries 0.05; number 83, H, carries 0.11; number 84, H, carries 0.11; number 85, H, carries 0.12; number 86, H, carries 0.12; number 87, H, carries 0.11; number 88, C, carries 0.02; number 89, N, carries -0.02; number 90, C, carries -0.03; number 91, C, carries 0.02; number 92, C, carries -0.35; number 93, N, carries 0.13; number 94, C, carries -0.52; number 95, O, carries -0.08; number 96, N, carries 0.21; number 97, H, carries 0.09; number 98, H, carries 0.08; number 99, H, carries 0.11

[2]
The following is a DFT calculation (the ωB97M-V functional and the def2-TZVPD basis) of a structure of composition C43H39F9N4O4PSW at a distorted geometry.

Its energy relative to the best compared isomer or geometry (same formula, charge and spin) is 47.9 kJ/mol. The value obtained for the LUMO energy (spin up / spin down) is -4.30 / -4.67 eV.

```
! wB97M-V def2-TZVPD RIJCOSX def2/J DEFGRID3
* xyz 1 3
W 1.2234 0.4604 0.4095
C 0.0067 4.2522 -0.2242
C 1.3878 4.3885 -0.3059
C 2.2028 3.7483 0.6170
C 1.6429 2.9556 1.6226
C 0.2568 2.8272 1.7081
C -0.5567 3.4807 0.7814
H -0.6321 4.7683 -0.9291
H 1.8250 5.0195 -1.0691
H 3.2746 3.8936 0.5849
H 2.2617 2.5720 2.4247
H -0.1825 2.3297 2.5621
H -1.6325 3.4075 0.8675
N 1.3895 0.9554 -1.7343
C 0.6535 0.1085 -2.6996
C 0.2762 0.6463 -3.9202
C -0.5024 -0.1171 -4.7816
C -0.8424 -1.4194 -4.4439
C -0.3513 -1.9748 -3.2749
C 0.3587 -1.2029 -2.3783
S -2.0095 -2.4119 -5.3817
O -2.3634 -1.5789 -6.5060
O -1.2691 -3.6199 -5.6677
O -3.0546 -2.5749 -4.3715
H 2.3748 0.8319 -1.9581
H 1.1783 1.9305 -1.9537
H 0.5284 1.6719 -4.1736
H -0.8802 0.2886 -5.7116
H -0.5966 -3.0047 -3.0459
H 0.6682 -1.6335 -1.4406
F -3.7671 -5.8384 -1.8297
C -3.9225 -5.4340 -0.5720
F -3.4175 -6.3852 0.2364
F -5.2413 -5.3632 -0.3183
C -3.2621 -4.1008 -0.3140
C -2.9306 -3.7591 0.9916
C -2.3621 -2.5266 1.2599
C -2.1349 -1.6284 0.2174
C -2.5017 -1.9720 -1.0830
C -3.0529 -3.2156 -1.3604
P -1.4303 0.0236 0.5165
C -1.8313 0.4168 2.2502
C -2.8085 1.3262 2.6345
C -2.9632 1.6662 3.9741
C -2.1468 1.0896 4.9306
C -1.1803 0.1604 4.5632
C -1.0185 -0.1637 3.2300
C -2.2453 1.4907 6.3813
F -3.3676 2.1652 6.6425
F -1.2075 2.2784 6.7208
F -2.2067 0.4185 7.1840
C -2.4904 1.0346 -0.5556
C -3.8793 0.9184 -0.4350
C -4.7138 1.6086 -1.2929
C -4.1678 2.3962 -2.3006
C -2.7971 2.4828 -2.4604
C -1.9649 1.8028 -1.5829
C -5.0967 3.1211 -3.2457
F -5.6006 2.2876 -4.1602
F -6.1266 3.6644 -2.5787
F -4.4642 4.1100 -3.8942
H -3.1118 -4.4580 1.7971
H -2.1101 -2.2765 2.2814
H -2.3676 -1.2838 -1.9064
H -3.2780 -3.4684 -2.3929
H -3.4493 1.7954 1.9010
H -3.7196 2.3814 4.2663
H -0.5556 -0.3000 5.3174
H -0.2456 -0.8700 2.9477
H -4.3113 0.2615 0.3101
H -5.7875 1.5228 -1.1933
H -2.3798 3.0662 -3.2695
H -0.8972 1.8645 -1.7172
N 8.5526 1.7214 -0.0233
C 7.8010 0.9788 0.8143
O 8.2540 0.2761 1.6886
C 6.2934 1.0393 0.6355
C 5.6278 1.6076 -0.4420
C 4.2489 1.5491 -0.4893
N 3.5064 0.9493 0.4510
C 4.1557 0.4329 1.5085
C 5.5281 0.4572 1.6349
H 9.5530 1.6783 0.0853
H 8.1755 2.3285 -0.7256
H 6.1447 2.0893 -1.2600
H 3.7256 2.0359 -1.3013
H 3.5372 -0.0167 2.2715
H 6.0178 0.0159 2.4918
C 2.7120 -2.6007 2.3936
C 2.0687 -2.5199 1.0104
C 3.0869 -2.8374 -0.0892
C 0.8776 -3.4735 0.9386
N 1.5799 -1.1525 0.7879
H 2.8825 -3.6476 2.6447
H 2.0609 -2.1714 3.1568
H 3.6783 -2.0983 2.4231
H 3.6721 -3.7109 0.1988
H 3.7795 -2.0057 -0.2346
H 2.5948 -3.0519 -1.0381
H 1.2509 -4.4982 0.9513
H 0.2959 -3.3423 0.0258
H 0.2156 -3.3417 1.7938
*
```

Löwdin population analysis, charges in e, atoms 1 to 99: number 1, W, carries 1.40; number 2, C, carries -0.07; number 3, C, carries -0.07; number 4, C, carries -0.10; number 5, C, carries -0.17; number 6, C, carries -0.15; number 7, C, carries -0.08; number 8, H, carries 0.12; number 9, H, carries 0.12; number 10, H, carries 0.11; number 11, H, carries 0.11; number 12, H, carries 0.09; number 13, H, carries 0.11; number 14, N, carries -0.05; number 15, C, carries -0.32; number 16, C, carries -0.04; number 17, C, carries -0.01; number 18, C, carries -0.23; number 19, C, carries -0.06; number 20, C, carries -0.07; number 21, S, carries 0.42; number 22, O, carries -0.33; number 23, O, carries -0.32; number 24, O, carries -0.35; number 25, H, carries 0.08; number 26, H, carries 0.09; number 27, H, carries 0.12; number 28, H, carries 0.12; number 29, H, carries 0.13; number 30, H, carries 0.06; number 31, F, carries 0.17; number 32, C, carries -0.59; number 33, F, carries 0.14; number 34, F, carries 0.16; number 35, C, carries -0.08; number 36, C, carries 0.00; number 37, C, carries -0.09; number 38, C, carries -0.34; number 39, C, carries -0.07; number 40, C, carries 0.04; number 41, P, carries 1.05; number 42, C, carries -0.38; number 43, C, carries -0.06; number 44, C, carries 0.02; number 45, C, carries -0.10; number 46, C, carries 0.01; number 47, C, carries -0.12; number 48, C, carries -0.59; number 49, F, carries 0.16; number 50, F, carries 0.15; number 51, F, carries 0.16; number 52, C, carries -0.36; number 53, C, carries -0.06; number 54, C, carries 0.03; number 55, C, carries -0.09; number 56, C, carries 0.02; number 57, C, carries -0.09; number 58, C, carries -0.59; number 59, F, carries 0.18; number 60, F, carries 0.15; number 61, F, carries 0.15; number 62, H, carries 0.13; number 63, H, carries 0.10; number 64, H, carries 0.11; number 65, H, carries 0.11; number 66, H, carries 0.10; number 67, H, carries 0.13; number 68, H, carries 0.13; number 69, H, carries 0.08; number 70, H, carries 0.13; number 71, H, carries 0.14; number 72, H, carries 0.13; number 73, H, carries 0.06; number 74, N, carries 0.20; number 75, C, carries -0.49; number 76, O, carries 0.10; number 77, C, carries -0.08; number 78, C, carries 0.03; number 79, C, carries -0.13; number 80, N, carries -0.07; number 81, C, carries -0.12; number 82, C, carries 0.04; number 83, H, carries 0.13; number 84, H, carries 0.10; number 85, H, carries 0.12; number 86, H, carries 0.11; number 87, H, carries 0.10; number 88, H, carries 0.14; number 89, C, carries -0.04; number 90, C, carries -0.66; number 91, C, carries -0.02; number 92, C, carries -0.03; number 93, N, carries -0.20; number 94, H, carries 0.10; number 95, H, carries 0.08; number 96, H, carries 0.07; number 97, H, carries 0.10; number 98, H, carries 0.07; number 99, H, carries 0.09

- energy relative to the best compared isomer or geometry (same formula, charge and spin) of number 1 (C43H39BN14NiOP2Se2)?
  62.2 kJ/mol

- Among the records above, which one has the highest energy relative to the best compared isomer or geometry (same formula, charge and spin)?
  C43H39BN14NiOP2Se2

- The highest energy relative to the best compared isomer or geometry (same formula, charge and spin) belongs to which entry?
  C43H39BN14NiOP2Se2

- Among the records above, which one has the lowest energy relative to the best compared isomer or geometry (same formula, charge and spin)?
  C43H39F9N4O4PSW